Entry 1:
67
Properties=species:S:1:pos:R:3:nbo_charge:R:1 method="wB97M-V/def2-TZVPD" homo_ev="-5.609 / -5.568" orbital_gap_ev="6.00 / 5.66" charge=-1 e_above_lowest_kj_mol=126.77 e_lumo_ev="0.39 / 0.09"
Pd -0.4668 1.2710 -0.0037 1.066
O 0.2120 5.4133 0.6767 -0.643
C 0.4576 4.2752 0.3375 0.810
O -0.2314 3.4421 -0.2730 -0.771
C 1.9799 3.8114 0.6230 -0.367
C 2.4966 2.9568 -0.5402 0.091
C 4.0295 2.8235 -0.4100 -0.422
C 4.1390 1.7936 0.7290 -0.430
C 2.6504 1.5860 1.0781 0.074
O 2.0414 1.6484 -0.2069 -0.571
C 2.1384 2.8457 1.7932 -0.359
C 0.8068 2.5664 2.6482 0.799
O 0.7062 3.2430 3.6516 -0.657
O 0.0867 1.6298 2.2439 -0.777
H 2.5271 4.7432 0.7621 0.228
H 2.1333 3.2393 -1.5308 0.213
H 4.4635 2.4443 -1.3347 0.200
H 4.4934 3.7793 -0.1778 0.212
H 4.5738 0.8588 0.3760 0.197
H 4.7156 2.1469 1.5810 0.213
H 2.4113 0.6405 1.5696 0.218
H 2.8414 3.2255 2.5352 0.227
F -4.6680 2.7242 -2.3516 -0.629
Te -4.4176 2.1707 -0.4990 3.375
F -6.3499 2.3432 -0.5365 -0.615
F -4.6122 3.9891 0.0855 -0.604
F -4.9439 0.3605 -1.0770 -0.651
F -4.8427 1.5663 1.3038 -0.625
O -2.6923 1.9397 -0.5977 -1.183
C -0.0732 -0.7772 -2.8508 -0.618
C -1.0867 -1.5189 -1.9690 -0.296
C -1.0420 -3.0150 -2.2651 -0.624
C -2.4725 -0.9546 -2.2522 -0.628
P -0.5710 -1.0349 -0.2040 1.024
C 0.9640 -2.0483 -0.0941 -0.377
C 1.0336 -3.3800 0.3058 -0.138
C 2.2459 -4.0503 0.3352 -0.238
C 3.4091 -3.4146 -0.0595 -0.200
C 3.3498 -2.1004 -0.4905 -0.205
C 2.1423 -1.4273 -0.5009 -0.211
C -1.7147 -1.6517 1.1738 -0.309
C -0.8431 -1.6845 2.4348 -0.635
C -2.4585 -2.9679 0.9597 -0.612
C -2.7425 -0.5324 1.3673 -0.626
H -0.3899 -0.8025 -3.8925 0.220
H 0.9152 -1.2312 -2.7842 0.214
H -0.0065 0.2754 -2.5346 0.216
H -1.2423 -3.1780 -3.3239 0.217
H -1.7954 -3.5512 -1.6974 0.214
H -0.0646 -3.4379 -2.0392 0.215
H -2.7130 -1.0529 -3.3101 0.212
H -2.4995 0.1063 -2.0037 0.249
H -3.2478 -1.4634 -1.6859 0.220
H 0.1443 -3.9152 0.5936 0.203
H 2.2795 -5.0771 0.6745 0.212
H 4.3541 -3.9369 -0.0262 0.212
H 4.2491 -1.5943 -0.8075 0.214
H 2.0956 -0.3957 -0.8189 0.256
H -0.1041 -2.4823 2.4181 0.202
H -1.4761 -1.8222 3.3104 0.219
H -0.3290 -0.7261 2.5365 0.257
H -1.7964 -3.8093 0.7824 0.194
H -3.1511 -2.8876 0.1270 0.216
H -3.0400 -3.1899 1.8539 0.220
H -2.2351 0.4186 1.5779 0.237
H -3.3923 -0.7582 2.2120 0.224
H -3.3725 -0.4110 0.4900 0.231

=====

Entry 2:
76
Properties=species:S:1:pos:R:3:lowdin_charge:R:1 method="wB97M-V/def2-TZVPD" homo_ev=-11.216 orbital_gap_ev=7.47 charge=+1 e_lumo_ev=-3.75
C -5.7412 2.4404 2.7610 0.049
C -4.9629 3.3265 3.3747 -0.084
C -3.9521 2.9089 4.3951 -0.498
O -4.0946 3.2434 5.5325 0.145
O -2.9227 2.1022 4.0361 0.004
C -2.4117 2.2453 2.7055 -0.193
C -0.9685 1.7684 2.7222 -0.162
C -0.4087 1.5704 1.3029 -0.186
C 0.4201 0.2796 1.1478 -0.201
C 1.7114 0.5051 0.3493 -0.218
C 2.5987 -0.7524 0.3283 -0.189
C 2.1971 -1.7855 -0.7133 -0.252
C 2.7938 -3.1650 -0.3681 -0.054
N 3.4316 -3.6247 -1.6392 -0.052
S 3.4562 -5.3164 -1.8605 0.772
O 3.5854 -5.8596 -0.5615 -0.192
O 2.4078 -5.6880 -2.7427 -0.204
C 5.1520 -5.5041 -2.6886 -0.446
F 5.5095 -4.3195 -3.1958 0.122
F 5.9767 -5.8175 -1.7108 0.175
C 5.2241 -6.6354 -3.7695 -0.377
F 4.4339 -7.6279 -3.3381 0.171
F 6.4846 -7.0669 -3.8079 0.196
C 4.8155 -6.2233 -5.2111 -0.346
F 3.5359 -5.7913 -5.1888 0.141
F 5.5859 -5.2091 -5.6121 0.177
C 4.9216 -7.3488 -6.2793 -0.543
F 4.5203 -6.8259 -7.4418 0.193
F 6.1800 -7.7623 -6.3980 0.204
F 4.1286 -8.3689 -5.9621 0.203
C 3.0295 -2.7783 -2.6286 -0.398
N 2.9799 -3.0860 -3.8921 0.152
C 2.4257 -2.2719 -4.9646 -0.162
C 0.9635 -2.6750 -5.2049 -0.862
O 0.3128 -3.2547 -4.4061 0.052
I 0.2387 -2.0567 -7.0974 0.936
N 2.6397 -1.5551 -2.1380 -0.129
P 3.8061 -0.2804 -2.4369 0.402
S 5.6403 -0.7698 -2.1988 0.266
H -5.4082 1.4361 2.5199 0.069
H -6.7438 2.7213 2.4605 0.068
H -5.0394 4.3830 3.1339 0.105
H -3.0036 1.6347 2.0165 0.120
H -2.4796 3.2874 2.3830 0.140
H -0.3730 2.5013 3.2689 0.124
H -0.9504 0.8310 3.2831 0.117
H -1.2409 1.5447 0.5945 0.112
H 0.2280 2.4179 1.0389 0.111
H -0.1787 -0.4802 0.6366 0.113
H 0.7023 -0.0937 2.1361 0.113
H 1.4323 0.7962 -0.6688 0.104
H 2.2689 1.3113 0.8308 0.125
H 2.4591 -1.2468 1.2952 0.129
H 3.6682 -0.5283 0.2641 0.100
H 1.1105 -1.8844 -0.7072 0.152
H 3.5827 -3.0756 0.3785 0.139
H 2.0691 -3.8859 0.0028 0.139
H 3.2806 -4.0108 -4.1772 0.118
H 2.9997 -2.4540 -5.8720 0.122
H 2.4560 -1.2105 -4.7443 0.086
H 3.2783 0.7195 -1.6269 -0.004
H 3.4788 0.1301 -3.7323 -0.014
O -6.4548 6.5134 2.4079 0.089
C -6.7198 6.9582 3.4909 -0.535
O -5.9099 7.8993 4.0106 0.000
C -6.2005 8.5857 5.2363 -0.233
C -5.7574 7.7984 6.4508 -0.061
C -7.8802 6.4319 4.3028 0.016
H -7.2561 8.8557 5.2809 0.112
H -5.6383 9.5148 5.1623 0.123
H -6.2911 6.8521 6.5377 0.070
H -5.9363 8.3767 7.3575 0.083
H -4.6931 7.5736 6.3846 0.084
H -7.5573 5.5146 4.7966 0.095
H -8.6866 6.1924 3.6145 0.092
H -8.2599 7.1190 5.0529 0.070

=====

Entry 3:
58
Properties=species:S:1:pos:R:3:nbo_charge:R:1 method="wB97M-V/def2-TZVPD" homo_ev=-9.869 orbital_gap_ev=7.49 charge=+1 e_above_lowest_kj_mol=2177.91 smiles=CCc1ccc(OC[C@@H](O)CN2CC[NH+](c3ccc(OC)cc3)CC2)cc1 e_lumo_ev=-2.38
C -2.2266 1.5168 -8.4232 -0.623
H -1.3325 2.0855 -8.4863 0.220
H -2.0002 0.3723 -8.4961 0.189
H -2.6573 1.5954 -9.4193 0.236
C -2.9612 1.6552 -7.3394 -0.438
C -2.4068 1.5696 -5.8721 0.073
C -1.6334 2.6806 -5.2070 -0.264
C -1.0783 2.1606 -4.1334 -0.178
C -1.1694 0.9344 -3.4766 0.207
C -1.8819 0.0461 -4.1437 -0.262
C -2.7498 0.2317 -5.2095 -0.244
H -3.1951 -0.6589 -5.6644 0.235
H -1.8188 -0.9952 -3.7200 0.185
O -0.5846 0.9385 -2.3103 -0.499
C -0.4633 -0.4340 -1.6815 -0.133
C 0.3641 -0.0445 -0.2972 0.102
O 0.3877 -1.2054 0.4014 -0.751
H 0.4625 -2.0116 -0.0356 0.502
C 1.6981 0.0954 -0.8782 -0.169
N 2.6741 0.4693 0.3673 -0.498
C 2.5625 1.3860 1.2114 -0.191
C 1.5499 1.2080 2.5864 -0.181
N 1.5405 -0.3366 2.6460 -0.409
H 1.0166 -0.6427 1.9496 0.439
C 0.9217 -1.0343 3.8280 0.183
C -0.2236 -1.4102 3.7447 -0.266
C -0.6379 -1.7555 4.9570 -0.304
C -0.3704 -1.6028 6.2078 0.379
C 1.0502 -0.7844 6.3540 -0.116
C 1.6563 -0.4090 5.0685 -0.227
H 2.4946 -0.0612 5.1289 0.174
H 1.5319 -0.8043 7.2043 0.196
O -0.7739 -1.8529 7.4019 -0.436
C -1.8400 -2.5274 7.4863 -0.281
H -2.0933 -2.6699 8.5728 0.213
H -2.1427 -3.5114 6.9875 0.194
H -2.7470 -2.0829 6.9882 0.165
H -1.8371 -2.0623 5.0102 0.203
H -0.6995 -1.6207 2.9014 0.242
C 2.9129 -0.8469 2.5734 -0.321
C 3.4249 -0.5569 0.8821 -0.151
H 4.3969 -0.4375 1.0576 0.179
H 3.1997 -1.6442 0.4875 0.198
H 3.8552 -0.2506 3.0764 0.254
H 3.0448 -2.0269 2.8294 0.258
H 2.0696 1.6253 3.1609 0.186
H 0.6920 1.5130 2.2059 0.206
H 3.6172 1.9196 1.4052 0.202
H 2.0016 2.1889 0.6022 0.209
H 2.1520 -0.6529 -1.2469 0.198
H 1.7395 1.0073 -1.4278 0.236
H -0.1093 0.6158 0.1599 0.185
H -0.1628 -1.1759 -2.4899 0.223
H -1.4850 -0.4701 -1.4164 0.211
H -0.4896 3.2134 -3.7393 0.200
H -1.8082 3.6644 -5.7583 0.258
H -3.3912 2.7368 -7.3292 0.186
H -4.0463 1.1503 -7.2429 0.217

=====

Entry 4:
60
Properties=species:S:1:pos:R:3:nbo_charge:R:1 method="wB97M-V/def2-TZVPD" homo_ev=-8.787 orbital_gap_ev=8.63 e_above_lowest_kj_mol=44.19 smiles="CCCCCCCCCC(=O)NNC(=O)c1c(O)c2ccccc2n(CC)c1=O" e_lumo_ev=-0.16
C 2.2995 3.2079 -1.2435 -0.602
C 0.9802 2.5316 -1.5932 -0.387
C -0.2004 3.1804 -0.8736 -0.390
C -1.5210 2.4957 -1.2164 -0.390
C -2.7084 3.1316 -0.4932 -0.387
C -4.0314 2.4061 -0.7571 -0.389
C -4.0730 1.0531 -0.0518 -0.392
C -5.3021 0.2149 -0.3988 -0.383
H -5.3186 0.0381 -1.4759 0.211
H -6.2123 0.7552 -0.1308 0.205
C -5.2945 -1.1473 0.3202 -0.488
C -3.9749 -1.8271 0.0162 0.672
O -3.7377 -2.4534 -0.9900 -0.604
N -3.0430 -1.6421 1.0018 -0.462
N -1.6812 -1.7197 0.7223 -0.430
C -0.8838 -0.7716 1.2317 0.642
O -1.3340 0.0366 2.0710 -0.711
C 0.5142 -0.7303 0.7834 -0.346
C 1.3496 0.2237 1.3380 0.479
O 0.9500 1.0738 2.2633 -0.653
H -0.0294 0.8858 2.4227 0.525
C 2.7158 0.3079 0.8985 -0.207
C 3.5896 1.2375 1.4752 -0.131
C 4.8914 1.3310 1.0508 -0.244
C 5.3362 0.4884 0.0358 -0.160
C 4.4952 -0.4361 -0.5413 -0.278
C 3.1608 -0.5511 -0.1258 0.295
N 2.2917 -1.4565 -0.6826 -0.413
C 0.9842 -1.6207 -0.2539 0.661
O 0.2868 -2.4879 -0.7769 -0.663
C 2.7250 -2.3500 -1.7480 -0.230
C 3.4620 -3.5665 -1.1981 -0.618
H 4.3360 -3.2726 -0.6211 0.205
H 3.7792 -4.2046 -2.0183 0.218
H 2.7969 -4.1359 -0.5539 0.222
H 3.3388 -1.7925 -2.4571 0.198
H 1.8179 -2.6825 -2.2581 0.253
H 4.8873 -1.0715 -1.3171 0.220
H 6.3586 0.5546 -0.3053 0.219
H 5.5639 2.0476 1.4951 0.221
H 3.2070 1.8712 2.2598 0.237
H -1.3638 -2.3187 -0.0464 0.470
H -3.1997 -0.9546 1.7353 0.419
H -5.4175 -1.0104 1.3948 0.207
H -6.1102 -1.7620 -0.0599 0.236
H -3.1836 0.4996 -0.3503 0.194
H -4.0263 1.2169 1.0281 0.195
H -4.1568 2.2610 -1.8325 0.195
H -4.8601 3.0253 -0.4060 0.199
H -2.5132 3.1356 0.5817 0.196
H -2.7987 4.1710 -0.8171 0.200
H -1.4389 1.4412 -0.9462 0.191
H -1.6875 2.5453 -2.2952 0.195
H -0.2543 4.2369 -1.1469 0.193
H -0.0353 3.1255 0.2051 0.196
H 1.0310 1.4741 -1.3203 0.187
H 0.8190 2.5843 -2.6725 0.195
H 3.1315 2.7086 -1.7357 0.206
H 2.4704 3.1744 -0.1700 0.202
H 2.2876 4.2495 -1.5567 0.201

=====

Entry 5:
63
Properties=species:S:1:pos:R:3:nbo_charge:R:1 method="wB97M-V/def2-TZVPD" homo_ev=-16.482 orbital_gap_ev=6.94 charge=+3 e_above_lowest_kj_mol=0.00 e_lumo_ev=-9.54
Rh -0.0852 -0.6425 1.1654 0.640
Se -2.1091 -1.5571 1.9774 0.573
Se -0.7874 -2.8126 3.4718 0.330
C -0.0288 -1.1993 4.1612 0.029
C 0.1474 -0.9611 5.5080 -0.235
C 0.6603 0.2675 5.9062 -0.084
C 0.9368 1.2265 4.9408 -0.210
C 0.7183 0.9207 3.6112 0.031
N 0.2807 -0.2845 3.2094 -0.501
C -2.1492 -3.0665 0.7463 0.006
C -3.2655 -3.8508 0.5787 -0.233
C -3.1310 -4.9472 -0.2719 -0.113
C -1.9100 -5.1741 -0.8815 -0.207
C -0.8580 -4.2968 -0.6377 0.050
N -0.9604 -3.2394 0.1684 -0.511
H -0.1341 -1.7122 6.2332 0.272
H 0.8090 0.4805 6.9565 0.269
H 1.3000 2.2088 5.2077 0.265
H 0.8838 1.6558 2.8330 0.220
H -4.1969 -3.6348 1.0841 0.263
H -3.9687 -5.6095 -0.4441 0.264
H -1.7663 -6.0203 -1.5386 0.261
H 0.1041 -4.4634 -1.1088 0.209
C -3.8519 2.8126 -2.9928 -1.118
Si -2.1534 3.1335 -2.3099 1.617
C -1.0475 4.0427 -3.4986 -1.118
C -2.2323 4.0128 -0.6640 -1.135
C -1.3505 1.3892 -2.1023 -0.444
C -1.1683 0.6082 -3.2493 -0.110
C -0.6225 -0.6709 -3.1990 -0.193
C -0.2693 -1.1872 -1.9704 0.017
N -0.4224 -0.4673 -0.8570 -0.491
C -0.9387 0.7762 -0.9288 0.065
S -0.9732 1.4140 0.7255 0.130
H -4.3616 3.7576 -3.1920 0.272
H -4.4642 2.2476 -2.2875 0.250
H -3.8254 2.2620 -3.9355 0.251
H -1.4510 5.0392 -3.6903 0.272
H -0.9701 3.5423 -4.4660 0.249
H -0.0389 4.1676 -3.0990 0.238
H -2.6647 5.0010 -0.8458 0.279
H -1.2525 4.1855 -0.2136 0.238
H -2.8850 3.5188 0.0579 0.249
H -1.4660 1.0032 -4.2146 0.246
H -0.4943 -1.2612 -4.0951 0.248
H 0.1259 -2.1867 -1.8591 0.217
N 4.5339 0.1128 -0.6909 -0.494
C 4.2498 -1.1422 0.0895 -0.245
C 2.7473 -1.3614 0.1983 -0.262
N 2.0438 -0.2034 0.7908 -0.600
C 2.3414 1.0228 0.0135 -0.263
C 3.8313 1.3035 -0.0904 -0.246
H 4.2430 -0.0064 -1.6655 0.441
H 5.5438 0.2811 -0.7187 0.462
H 4.7119 -1.0123 1.0683 0.239
H 4.7324 -1.9784 -0.4136 0.268
H 2.5681 -2.2484 0.8066 0.258
H 2.3093 -1.5449 -0.7851 0.225
H 2.3772 -0.0678 1.7452 0.399
H 1.8425 1.8730 0.4767 0.269
H 1.8998 0.9007 -0.9783 0.229
H 4.2871 1.4738 0.8854 0.237
H 4.0257 2.1692 -0.7212 0.268

=====

Entry 6:
57
Properties=species:S:1:pos:R:3:nbo_charge:R:1 method="wB97M-V/def2-TZVPD" homo_ev=-8.330 orbital_gap_ev=9.11 e_above_lowest_kj_mol=13.42 smiles="CC(=O)N(CC[C@H](c1ccco1)C(C)C)Cc1ccc(OC(C)C)cc1" e_lumo_ev=0.77
C 1.3048 3.4433 0.3539 -0.714
C 0.7213 2.5742 -0.7426 0.687
O 0.4779 3.0391 -1.8419 -0.639
N 0.4810 1.2716 -0.4529 -0.444
C 0.7228 0.6256 0.8176 -0.218
H -0.2212 0.1911 1.1698 0.212
H 1.0438 1.3652 1.5473 0.209
C 1.7667 -0.4963 0.7276 -0.395
H 1.3731 -1.2992 0.1039 0.211
H 1.9116 -0.9091 1.7260 0.216
C 3.1088 -0.0236 0.1480 -0.273
C 3.8255 -1.1632 -0.5027 0.301
C 4.5747 -1.2127 -1.6419 -0.316
C 5.0197 -2.5519 -1.7701 -0.312
C 4.5062 -3.2162 -0.7021 0.075
O 3.7820 -2.3865 0.0689 -0.418
H 4.5760 -4.2393 -0.3900 0.202
H 5.6322 -2.9562 -2.5497 0.228
H 4.7776 -0.4011 -2.3106 0.229
H 2.9003 0.7082 -0.6406 0.229
C 3.9988 0.6707 1.2089 -0.199
C 4.6788 -0.3263 2.1441 -0.612
H 5.1678 0.2025 2.9595 0.211
H 3.9614 -1.0227 2.5703 0.209
H 5.4338 -0.8980 1.6100 0.210
C 5.0505 1.5432 0.5275 -0.609
H 5.6626 2.0498 1.2705 0.210
H 4.5845 2.2960 -0.1050 0.204
H 5.7006 0.9307 -0.0929 0.212
H 3.3499 1.3147 1.8128 0.191
C -0.1567 0.4478 -1.4725 -0.247
C -1.5202 -0.0106 -1.0330 -0.090
C -2.5162 0.9230 -0.7851 -0.126
C -3.7766 0.5386 -0.3645 -0.324
C -4.0672 -0.8106 -0.1809 0.315
C -3.0652 -1.7522 -0.4256 -0.258
C -1.8123 -1.3556 -0.8416 -0.186
H -1.0540 -2.1028 -1.0280 0.210
H -3.2992 -2.7948 -0.2783 0.223
O -5.2521 -1.3230 0.2409 -0.502
C -6.3808 -0.4797 0.4276 0.103
C -7.0027 -0.0921 -0.9143 -0.636
H -7.8567 0.5603 -0.7539 0.213
H -7.3334 -0.9878 -1.4348 0.213
H -6.2795 0.4218 -1.5430 0.218
C -7.3655 -1.2737 1.2805 -0.613
H -7.6480 -2.1852 0.7607 0.212
H -8.2551 -0.6812 1.4733 0.211
H -6.9052 -1.5446 2.2270 0.218
H -6.0811 0.4243 0.9780 0.169
H -4.5187 1.3010 -0.1864 0.216
H -2.3018 1.9719 -0.9305 0.212
H -0.2384 1.0784 -2.3625 0.261
H 0.4802 -0.4092 -1.7081 0.196
H 2.2673 3.0671 0.6894 0.222
H 0.6237 3.5053 1.2001 0.226
H 1.4415 4.4400 -0.0579 0.245

=====

Entry 7:
70
Properties=species:S:1:pos:R:3:nbo_charge:R:1 method="wB97M-V/def2-TZVPD" homo_ev="-0.950 / -0.949" orbital_gap_ev="4.89 / 4.88" charge=-2 e_lumo_ev="3.94 / 3.93"
Au 1.6167 -1.1515 -1.2680 0.626
N -3.2456 -2.9041 -4.4223 -0.649
N -2.4856 -3.1611 -3.2581 -0.034
N -1.6297 -4.2970 -3.3198 -0.372
C 0.4404 -4.0955 -2.4601 -0.125
N 0.6940 -2.7130 -2.2435 -0.843
N -1.6515 -1.9313 -2.9945 -0.157
H -2.7040 -3.0859 -5.2985 0.309
H -3.9690 -3.6083 -4.4191 0.340
H 1.3050 -4.8027 -2.3155 0.180
C -0.1514 2.5257 3.5049 -0.398
N -1.2843 1.6905 3.5298 -0.459
C -2.3289 2.2973 4.2863 -0.388
C -1.1165 0.3311 3.2987 0.614
N 0.0850 -0.0834 3.0774 -0.777
N -2.3346 -0.4274 3.3326 -0.489
C -2.0995 -1.8797 3.4357 -0.440
C -3.3149 -0.1003 2.3408 -0.420
H 0.0042 2.8127 2.4543 0.220
H 0.7269 2.1142 3.9277 0.203
H -0.3866 3.4083 4.1007 0.168
H -3.3545 1.8983 4.1914 0.207
H -2.3345 3.3267 3.9479 0.190
H -2.1285 2.1893 5.3240 0.160
H -0.0057 -1.1065 2.8586 0.351
H -1.6817 -2.2279 2.5043 0.249
H -3.0281 -2.4364 3.5241 0.193
H -1.5086 -2.0870 4.3796 0.183
H -3.3211 -0.8931 1.6153 0.243
H -3.0791 0.8626 1.9205 0.225
H -4.3199 -0.0348 2.8280 0.149
F 0.0233 -4.0101 -5.0752 -0.367
C -0.3432 -3.8109 -3.7676 0.401
C -0.2704 -2.3750 -3.3249 0.032
N -1.9338 -1.6465 -1.6730 -0.313
C -2.5243 -0.3808 -1.3353 -0.325
C -1.6868 0.8972 -0.8749 0.762
O -2.1144 2.0040 -1.2768 -0.795
O -0.7680 0.7397 -0.0518 -0.808
C -1.8319 -2.5892 -0.6797 0.818
O -2.1159 -2.2724 0.4666 -0.759
N -1.6246 -3.9465 -0.8982 -0.691
C -0.9465 -4.7386 -1.9488 0.592
O -0.9635 -6.0011 -1.7471 -0.849
H 0.1628 -1.7206 -4.0999 0.177
H -3.2116 -0.5734 -0.5173 0.214
H -3.1727 -0.1391 -2.2520 0.203
H -1.7637 -4.3324 0.0308 0.403
C 3.8963 0.9064 0.9347 -0.619
C 3.5405 1.2644 -0.5430 -0.244
C 4.4780 0.5266 -1.5073 -0.601
C 2.2013 0.5539 -0.5189 -0.095
C 3.3518 2.7576 -0.7497 -0.004
C 4.2308 3.6279 -0.0632 -0.229
C 3.8535 4.9472 0.0485 -0.217
C 2.5910 5.3302 -0.4678 -0.220
C 1.7833 4.5203 -1.2339 -0.212
C 2.1267 3.1793 -1.3481 -0.170
H 3.6846 -0.2668 1.1323 0.254
H 3.3771 1.4437 1.7448 0.244
H 4.9802 1.0955 1.0410 0.209
H 4.5888 -0.5513 -1.2228 0.231
H 5.4601 1.0143 -1.2782 0.183
H 4.2735 0.5350 -2.5905 0.231
H 1.2834 1.0296 -0.1677 0.223
H 5.1518 3.2893 0.4073 0.208
H 4.3314 5.6971 0.6055 0.198
H 2.1582 6.3082 -0.1586 0.198
H 0.7810 4.8485 -1.5678 0.233
H 1.5534 2.4089 -1.8543 0.245